C32H28F5N7O2OsS3 as an isolated structure in a non-equilibrium geometry. Source: the OMol25 dataset; level of theory: ωB97M-V with the def2-TZVPD basis set.

Cartesian coordinates (Å):
Os 0.27860 0.77743 0.02666
C 4.25016 1.78998 3.42090
N 4.19613 0.72216 2.41055
C 5.16068 -0.26139 2.23940
C 4.76118 -1.03972 1.23054
N 3.53165 -0.53477 0.77654
C 3.21656 0.53876 1.52523
S 1.83765 1.57434 1.49447
C 2.87426 -1.03241 -0.39306
C 3.28459 -2.25989 -0.87417
C 2.82529 -2.69612 -2.10041
C 2.02079 -1.85195 -2.84162
C 1.60952 -0.68237 -2.25685
N 1.95755 -0.27535 -1.01094
H 5.28118 1.90426 3.73947
H 3.62702 1.52835 4.27372
H 3.90118 2.72225 2.98658
H 6.04567 -0.31039 2.85031
H 5.25401 -1.88015 0.78212
H 3.93170 -2.89212 -0.28828
H 3.11132 -3.67074 -2.47364
H 1.67967 -2.10989 -3.83397
H 0.98213 0.00826 -2.80154
C -5.57848 -3.40738 3.18574
C -4.28578 -3.13190 2.46397
C -3.92750 -3.89306 1.35309
C -2.75214 -3.64750 0.66493
C -1.91781 -2.62546 1.10917
C -2.24825 -1.84886 2.22072
C -3.42899 -2.11297 2.88780
S -0.50191 -2.23754 0.19742
O 0.53184 -1.73312 1.10875
O -0.20235 -3.29476 -0.71613
N -0.82579 -0.86472 -0.55003
C -1.27298 -0.54665 -1.78993
C -1.74976 -1.27625 -2.86410
C -2.03430 -0.54253 -3.99900
C -1.87691 0.85293 -4.00882
C -1.40959 1.48498 -2.88264
N -1.07954 0.77080 -1.79221
H -6.41432 -3.41905 2.48580
H -5.77549 -2.66375 3.95515
H -5.54537 -4.38977 3.66018
H -4.58180 -4.69001 1.01973
H -2.47061 -4.24735 -0.19107
H -1.58017 -1.06585 2.55871
H -3.69579 -1.52149 3.75606
H -1.86778 -2.34964 -2.80843
H -2.38736 -1.04934 -4.88893
H -2.11059 1.43514 -4.88935
H -1.30470 2.55520 -2.81593
F 4.61499 1.80425 -5.35705
C 3.76523 2.07975 -4.38951
C 2.50570 2.56597 -4.68481
F 2.14677 2.75102 -5.94604
C 1.61586 2.83912 -3.66222
F 0.44729 3.36770 -4.01396
C 1.91801 2.58180 -2.32272
S 0.75160 2.82474 -1.01159
C 3.22345 2.15931 -2.06899
F 3.63356 1.95839 -0.81379
C 4.13083 1.89255 -3.06902
F 5.33861 1.42691 -2.77010
C -2.05540 3.26578 4.32659
C -2.11890 2.53627 3.02433
C -3.18158 2.05093 2.30025
C -2.65436 1.46824 1.14396
N -1.31062 1.58337 1.15431
N -1.02366 2.22916 2.32122
C -3.49152 0.86679 0.06210
H -3.04159 3.29541 4.78154
H -1.71624 4.29274 4.18095
H -1.36771 2.77751 5.01845
H -4.22471 2.10471 2.56816
H -0.08265 2.50775 2.53888
H -4.53188 0.88765 0.37747
H -3.21289 -0.16539 -0.14231
H -3.40248 1.43893 -0.85874

For the total energy, the calculation gives -3554.05595 a.u. Its HOMO energy (alpha / beta) is -13.694 / -13.693 eV. As for the energy relative to the best compared isomer or geometry (same formula, charge and spin): 1.8324 eV. Its net charge is +2. The calculation puts the LUMO energy (alpha / beta) at -7.270 / -7.267 eV.

Atomic partial charges in e from the Löwdin method, atoms 1 to 4:
1. Os 1.116
2. C 0.014
3. N -0.086
4. C 0.019



C32H28FeN5O3S5 as an isolated structure in a non-equilibrium geometry. Source: the OMol25 dataset; level of theory: ωB97M-V with the def2-TZVPD basis set.

Cartesian coordinates (Å):
Fe 0.42421 -0.73627 0.67482
C -2.75176 -3.64503 1.47493
C -1.41242 -3.07122 1.06117
N -1.10442 -1.85989 1.40798
N -2.03210 -1.25643 2.25110
C -1.84349 -0.00351 2.47405
S -0.60532 0.98458 1.82194
S -3.06159 0.76144 3.54365
C -4.08924 1.47550 2.21506
C -5.13603 0.51203 1.73101
C -4.85273 -0.34257 0.67093
C -5.78955 -1.27535 0.24467
C -7.02453 -1.36442 0.87190
C -7.31563 -0.51460 1.93263
C -6.37453 0.41326 2.35814
C -0.52451 -3.92818 0.28670
C -0.86604 -5.28608 0.11060
C -0.09182 -6.16958 -0.60104
C 1.09734 -5.70099 -1.19208
C 1.48559 -4.40254 -1.03281
C 0.71504 -3.46647 -0.26559
O 1.19068 -2.30354 -0.11998
H -3.43630 -2.85381 1.75212
H -2.63144 -4.30459 2.33842
H -3.17078 -4.22838 0.65704
H -3.40628 1.75402 1.41135
H -4.53396 2.38748 2.61492
H -3.88621 -0.27805 0.18473
H -5.54722 -1.93752 -0.57795
H -7.75487 -2.09271 0.54012
H -8.27510 -0.57879 2.43247
H -6.59769 1.06580 3.19610
H -1.76691 -5.66599 0.57239
H -0.39225 -7.20524 -0.69976
H 1.71560 -6.37724 -1.77360
H 2.40175 -4.01842 -1.46367
C 1.70107 3.03377 -1.26349
C 0.91819 1.80659 -0.86488
N 1.44286 0.93550 -0.08181
N 2.67332 1.28095 0.47939
C 3.69285 0.52613 0.21625
S 3.91236 -0.66286 -0.96082
S 5.04731 0.96321 1.35550
C 6.40194 1.14504 0.16797
C 6.31728 2.42883 -0.61170
C 5.58968 2.49108 -1.79847
C 5.46787 3.69062 -2.48952
C 6.07498 4.84459 -2.01260
C 6.80498 4.79097 -0.83205
C 6.91947 3.59305 -0.14007
C -0.44847 1.67394 -1.40447
C -1.09059 2.78807 -1.94628
C -2.34954 2.71705 -2.51994
C -2.98535 1.47687 -2.59001
C -2.37571 0.35540 -2.07102
C -1.11240 0.42136 -1.43389
O -0.57985 -0.65567 -0.96224
H 2.75410 2.91135 -1.03943
H 1.33707 3.90558 -0.71152
H 1.56738 3.22842 -2.32845
H 6.36183 0.27258 -0.48641
H 7.32211 1.11184 0.75443
H 5.09602 1.59155 -2.15247
H 4.88351 3.72301 -3.40185
H 5.97271 5.77997 -2.55040
H 7.27864 5.68588 -0.44491
H 7.47335 3.55801 0.79247
H -0.59284 3.74935 -1.91230
H -2.82326 3.60763 -2.91410
H -3.96741 1.39276 -3.04378
H -2.84773 -0.61971 -2.11731
O 1.67538 -1.94386 4.55352
S 2.21778 -1.12331 3.45812
N 1.51363 -0.96224 2.20411

For the total energy, the calculation gives -4990.43070 a.u. Its HOMO energy (alpha / beta) is -2.064 / -2.064 eV. As for the multiplicity: 2. Its expectation value of S² is 0.7859. As for the energy relative to the best compared isomer or geometry (same formula, charge and spin): 0.0000 eV. Its net charge is -2. The calculation puts the LUMO energy (alpha / beta) at 4.143 / 4.144 eV.

Atomic partial charges in e from the Löwdin method, atoms 1 to 4:
1. Fe 0.411
2. C -0.032
3. C -0.213
4. N -0.013



C32H28GeN4O2Pd as an isolated structure. Source: the OMol25 dataset; level of theory: ωB97M-V with the def2-TZVPD basis set.

Cartesian coordinates (Å):
Pd -0.09250 0.01266 -0.10084
N 2.95314 -1.13217 -2.11460
C 3.26995 -0.75510 -0.81732
C 4.49439 -1.18951 -0.28569
C 4.81297 -0.84949 1.01157
C 3.91150 -0.09734 1.75574
C 2.74235 0.30772 1.13934
N 2.43658 0.00815 -0.12604
C 1.78195 -0.97651 -2.85437
C 1.82095 -1.29357 -4.21764
C 0.67971 -1.11899 -4.96852
C -0.46876 -0.63466 -4.36202
C -0.42185 -0.36647 -3.00875
N 0.67674 -0.54743 -2.26670
H 3.69138 -1.60032 -2.60689
H 5.17467 -1.77808 -0.89058
H 5.75242 -1.17044 1.44373
H 4.11109 0.15768 2.78727
H 2.00881 0.90669 1.66831
H 2.73267 -1.65621 -4.67739
H 0.68362 -1.34746 -6.02716
H -1.37930 -0.47329 -4.92206
H -1.27992 0.01698 -2.47508
C 0.14975 -5.08240 -2.97893
C -0.88242 -4.15410 -3.00822
C -1.13231 -3.35972 -1.89934
C -0.37178 -3.45867 -0.73015
C 0.64604 -4.41296 -0.71986
C 0.91045 -5.21233 -1.82622
Ge -0.70650 -2.09703 0.71778
C 0.38045 -2.85300 2.21937
C -0.14861 -3.36489 3.40378
C 0.67154 -3.85288 4.41370
C 2.05086 -3.84040 4.25991
C 2.60145 -3.31877 3.09630
C 1.77268 -2.82696 2.09864
C -2.57461 -2.52816 1.28812
C -3.19242 -1.67669 2.20817
C -4.51411 -1.85537 2.59025
C -5.26270 -2.88852 2.04133
C -4.66947 -3.74595 1.12555
C -3.33955 -3.56868 0.76308
H 0.35972 -5.69903 -3.84555
H -1.48570 -4.04441 -3.90308
H -1.93620 -2.62975 -1.93697
H 1.24283 -4.54009 0.17602
H 1.71075 -5.94387 -1.78524
H -1.22655 -3.38222 3.53133
H 0.23462 -4.24624 5.32520
H 2.69157 -4.23166 5.04188
H 3.67894 -3.28786 2.97149
H 2.21269 -2.40262 1.20064
H -2.62310 -0.84436 2.61248
H -4.96648 -1.18447 3.31224
H -6.30287 -3.01819 2.31669
H -5.24220 -4.56020 0.69496
H -2.88312 -4.25432 0.05705
O -0.36016 2.03549 1.21100
C -0.02746 2.62406 0.17407
C 0.60961 4.01467 0.16470
C 0.93805 4.22230 -1.30715
C 0.36913 2.95913 -1.98843
O 0.41870 2.77594 -3.19307
N -0.17571 2.12398 -1.06308
H 1.47814 4.03010 0.82315
H -0.11943 4.72579 0.55642
H 2.01030 4.27267 -1.50016
H 0.48163 5.10912 -1.74677

For the total energy, the calculation gives -3810.62189 a.u. Its HOMO energy (alpha / beta) is -3.359 / -4.017 eV. As for the multiplicity: 2. Its expectation value of S² is 0.7532. As for the energy relative to the best compared isomer or geometry (same formula, charge and spin): 0.5639 eV. Its net charge is -1. The calculation puts the LUMO energy (alpha / beta) at 2.623 / 2.620 eV.

Atomic partial charges in e from the natural (NBO) method, atoms 1 to 4:
1. Pd 0.454
2. N -0.577
3. C 0.394
4. C -0.297